This record from OMol25 describes 2 unconnected molecules or ions with the total composition C4H11N2S at a distorted geometry. The level of theory is ωB97M-V/def2-TZVPD.

XYZ file:
```
18
Properties=species:S:1:pos:R:3:nbo_charge:R:1
H 1.0306 2.5778 -0.1187 0.41
C -1.5921 -1.7591 -0.0439 -0.70
H 2.8987 0.7853 1.1483 0.23
N 0.2763 1.9752 -0.1504 -0.78
H 0.9984 -1.0574 0.1754 0.41
S -2.7702 0.8352 -0.2768 0.19
H -1.6332 -0.1991 1.5121 0.27
H -2.6928 0.6230 -1.7204 0.17
H 3.1000 -0.7097 0.5476 0.23
H -2.0121 -1.9862 -1.1015 0.25
H -0.6258 2.4474 -0.2918 0.42
H 3.2381 0.5082 -0.6971 0.24
H -2.1279 -2.3719 0.6883 0.27
H -0.5589 -2.1292 -0.3611 0.25
C 2.7104 0.2295 0.1863 -0.47
C 0.2670 0.6676 -0.0315 0.46
N 1.2564 -0.1210 0.1756 -0.56
C -1.7629 -0.3157 0.3598 -0.29
```

Computed properties:
- Molar mass: 119.21 g mol⁻¹
- HOMO level: -13.09 eV
- ΔE to the lowest compared entry with this formula, charge and spin: 277.1 kJ/mol
- Gap between HOMO and LUMO: 9.155 eV
- Net charge: +1


This record from OMol25 describes a molecular structure, C4H11N2S at a distorted geometry. The level of theory is ωB97M-V/def2-TZVPD.

XYZ file:
```
18
Properties=species:S:1:pos:R:3:mulliken_spin:R:1
H -0.2072 -1.9323 -1.6421 0.03
C 0.0774 0.7546 -0.5507 0.01
N -1.3213 -0.2921 1.0421 -0.01
H -1.9850 -0.9944 0.7732 0.02
H 0.9991 1.0152 1.4542 0.00
C 0.0895 -1.8347 -0.5875 -0.01
H -1.5402 1.8275 -1.1249 0.00
H -1.0941 -0.5297 2.0735 0.04
H -0.4252 -2.6355 0.0428 0.00
H 1.1899 -2.1662 -0.2431 0.05
C -0.2701 -0.5639 0.0723 0.75
C 1.2134 0.6369 0.4613 0.77
H -0.7364 2.6266 0.2694 0.01
H -1.4961 0.8561 0.4954 0.01
N -1.0368 1.7390 -0.2668 0.03
H 0.5411 0.8696 -1.5776 0.02
S 2.7655 -0.0207 0.2232 0.22
H 3.2367 0.6441 -0.9146 0.07
```

Computed properties:
- Molar mass: 119.21 g mol⁻¹
- HOMO level (alpha / beta): -9.29 / -13.54 eV
- ΔE to the lowest compared entry with this formula, charge and spin: 277.4 kJ/mol
- Expectation value of S²: 2.01
- Gap between HOMO and LUMO (alpha / beta): 6.238 / 7.776 eV
- Spin multiplicity: 3
- Net charge: +1


This record from OMol25 describes 2 unconnected molecules or ions with the total composition C4H11N2Si at a distorted geometry. The level of theory is ωB97M-V/def2-TZVPD.

XYZ file:
```
18
Properties=species:S:1:pos:R:3:nbo_charge:R:1
N -2.8659 -0.3247 -0.3379 0.08
H -1.3937 -1.7376 -0.0395 0.26
Si 0.3584 0.2433 0.1889 1.84
H 2.5964 -0.5854 -0.4676 0.29
C -1.9425 -1.0448 -0.7472 -0.54
H -1.9047 -1.3938 -1.7566 0.27
H -0.6756 -0.5705 2.2313 0.26
H 0.8189 0.5656 2.5044 0.28
H 1.6907 -2.0943 0.1653 0.30
N -3.6621 0.3945 -0.0183 0.12
H -1.2628 2.0793 -0.9538 0.30
C 1.6432 -1.0928 -0.2669 -1.19
C -0.1471 1.7142 -0.9035 -1.20
H -0.9510 1.0277 2.4280 0.29
H -0.1558 1.2771 -1.8878 0.26
H 1.2609 -1.5504 -1.1908 0.28
H 0.5649 2.5783 -0.7054 0.29
C -0.2159 0.3680 2.0031 -1.18
```

Computed properties:
- Molar mass: 115.23 g mol⁻¹
- HOMO level: -13.70 eV
- ΔE to the lowest compared entry with this formula, charge and spin: 118.7 kJ/mol
- Gap between HOMO and LUMO: 9.079 eV
- Net charge: +1


This record from OMol25 describes 2 unconnected molecules or ions with the total composition C4H11N3. The level of theory is ωB97M-V/def2-TZVPD.

XYZ file:
```
18
Properties=species:S:1:pos:R:3:nbo_charge:R:1
N 1.1582 -0.0475 -0.1108 -0.35
H 3.0668 -0.5121 -0.8253 0.20
H -2.4410 1.3710 -0.6154 0.20
H -1.3732 -1.1571 1.0598 0.33
C 2.5940 0.0644 -0.0275 -0.44
H 2.9403 -0.3462 0.9285 0.22
C -1.8947 1.7244 0.2699 -0.44
N -0.4580 -1.4683 0.7455 -0.36
H -1.5257 2.7319 0.0330 0.18
N -0.8279 0.8119 0.6227 -0.42
H 0.7259 1.9787 -0.0974 0.16
H -2.6067 1.8073 1.0928 0.20
H -1.2835 -2.9790 -0.3684 0.20
H 0.3357 -2.4408 -0.9202 0.20
C 0.3738 0.9605 0.1280 0.21
H 2.9529 1.1021 -0.0826 0.18
H -1.1115 -1.4927 -1.2996 0.19
C -0.6253 -2.1084 -0.5332 -0.47
```

Computed properties:
- Molar mass: 101.15 g mol⁻¹
- HOMO level (alpha / beta): -8.25 / -8.68 eV
- ΔE to the lowest compared entry with this formula, charge and spin: 578.4 kJ/mol
- Gap between HOMO and LUMO (alpha / beta): 7.243 / 9.037 eV


This record from OMol25 describes C4H11N3 in the gas phase at a distorted geometry. The level of theory is ωB97M-V/def2-TZVPD.

XYZ file:
```
18
Properties=species:S:1:pos:R:3:nbo_charge:R:1
H -2.4575 1.6373 -0.6944 0.19
H -3.3076 -0.3781 -1.4683 0.36
H 1.6327 0.0020 -0.8610 0.17
H 1.5521 -1.3393 2.5179 0.15
N 2.8365 -0.3616 1.3530 -0.84
H 0.0623 1.7381 -0.6036 0.18
C -1.8646 0.7490 -0.4286 -0.24
N 0.5016 -0.3998 0.9185 -0.54
H -1.6147 0.6492 0.6269 0.21
H -0.4461 0.7313 -2.0854 0.20
N -2.4240 -0.4990 -0.9923 -0.87
H 0.0992 -1.1414 -1.0068 0.22
H 2.9823 0.4293 0.7487 0.38
H 3.2679 -0.3315 2.2635 0.38
C -0.3982 0.8391 -0.9961 -0.39
C 1.5246 -0.8394 1.5431 0.32
H -2.5629 -1.2192 -0.2956 0.37
C 0.6165 -0.2661 -0.5395 -0.26
```

Computed properties:
- Molar mass: 101.15 g mol⁻¹
- HOMO level: -8.35 eV
- ΔE to the lowest compared entry with this formula, charge and spin: 248.4 kJ/mol
- Gap between HOMO and LUMO: 9.307 eV
- Structure (SMILES): N/C=N\CCCN


This record from OMol25 describes a molecular structure, C4H11N3 at a distorted geometry. The level of theory is ωB97M-V/def2-TZVPD.

XYZ file:
```
18
Properties=species:S:1:pos:R:3:nbo_charge:R:1
C 2.2773 -0.0272 -0.0039 -0.65
H 2.4700 -0.6792 0.8491 0.23
C -0.5950 0.6010 -1.8036 -0.07
H -3.1182 -1.0102 0.8817 0.36
H -2.5828 0.0548 -0.2930 0.37
H -0.7694 1.0971 -2.7650 0.16
N 0.6198 1.2692 1.2373 -0.82
N 0.3543 0.9719 -1.1057 -0.41
H 2.4221 -0.5831 -0.9306 0.23
H 1.3311 1.9532 1.4580 0.37
N -2.3169 -0.5259 0.4926 -0.86
H -1.2646 -1.9187 -0.7762 0.18
C -1.2273 -1.3921 0.1734 -0.33
C 0.8610 0.4947 0.0797 0.28
H -0.0979 -0.6410 0.2480 0.17
H -1.0519 -2.0989 0.9822 0.19
H -0.3181 1.6466 1.2630 0.39
H 3.0064 0.7876 0.0130 0.22
```

Computed properties:
- Molar mass: 101.15 g mol⁻¹
- HOMO level (alpha / beta): -7.04 / -7.05 eV
- ΔE to the lowest compared entry with this formula, charge and spin: 500.5 kJ/mol
- Gap between HOMO and LUMO (alpha / beta): 7.296 / 7.303 eV


This record from OMol25 describes 3 unconnected molecules or ions with the total composition C4H11N3 at a distorted geometry. The level of theory is ωB97M-V/def2-TZVPD.

XYZ file:
```
18
Properties=species:S:1:pos:R:3:nbo_charge:R:1
H -4.5725 0.8169 0.8413 0.25
C 3.0140 1.2067 -0.1874 -0.60
H 1.7637 1.0061 1.5689 0.20
C -3.7305 -0.5527 -1.0103 -0.49
H 3.7528 0.4725 0.1207 0.20
N 3.5245 -2.2506 -0.4239 -0.30
H 1.2857 -0.0267 0.2168 0.20
C 3.2314 -2.1285 0.6687 0.07
H 2.9119 1.1526 -1.2675 0.21
N -4.9957 -0.1446 0.8813 -0.29
H 2.9522 -2.0157 1.6853 0.23
H -3.4132 0.5001 -0.9555 0.17
H 3.3771 2.1940 0.0797 0.20
N -4.6560 -0.9162 0.0177 -0.10
H 0.9465 1.7027 0.1734 0.20
H -4.1996 -0.7603 -1.9723 0.22
H -2.8644 -1.2101 -0.9217 0.22
C 1.6720 0.9538 0.4847 -0.61
```

Computed properties:
- Molar mass: 101.15 g mol⁻¹
- HOMO level: -9.08 eV
- ΔE to the lowest compared entry with this formula, charge and spin: 352.9 kJ/mol
- Gap between HOMO and LUMO: 9.782 eV
- Structure (SMILES): [H]/N=N\C.C#N.CC


This record from OMol25 describes a molecular structure, C4H11N3 at a distorted geometry. The level of theory is ωB97M-V/def2-TZVPD.

XYZ file:
```
18
Properties=species:S:1:pos:R:3:nbo_charge:R:1
C 1.8828 1.6385 -0.2017 -0.43
H -0.5704 -1.3561 1.8760 0.34
H -2.7497 -1.4175 0.1665 0.37
H 2.4646 1.0382 -0.9060 0.19
H 1.9163 2.6722 -0.5460 0.21
C -1.2582 -0.0440 0.3818 -0.08
C 0.7380 -1.1223 -1.0162 -0.71
H -0.0295 -1.7384 -1.4838 0.26
H 2.3768 1.5775 0.7727 0.20
H -1.0213 0.1309 2.4482 0.37
N -1.1976 -0.5684 1.7438 -0.86
H 1.4329 -0.7754 -1.7842 0.22
H -2.9292 -0.1094 -0.8038 0.37
C 0.0750 -0.0183 -0.2720 0.36
H 1.2986 -1.7501 -0.3153 0.23
N -2.2510 -0.7485 -0.4087 -0.88
N 0.4971 1.2036 -0.1082 -0.51
H -0.6751 1.3876 0.4568 0.34
```

Computed properties:
- Molar mass: 101.15 g mol⁻¹
- HOMO level: -7.21 eV
- ΔE to the lowest compared entry with this formula, charge and spin: 399.5 kJ/mol
- Gap between HOMO and LUMO: 8.066 eV


This record from OMol25 describes C4H11N3 in the gas phase at a distorted geometry. The level of theory is ωB97M-V/def2-TZVPD.

XYZ file:
```
18
Properties=species:S:1:pos:R:3:nbo_charge:R:1
N -0.2781 1.2696 0.8351 -0.86
C -0.8520 -1.7613 -0.0189 -0.20
H 0.6360 -1.3343 1.4252 0.20
H -2.0644 -0.1336 0.5783 0.38
H 1.2537 -1.6048 -0.1696 0.22
C 0.4687 -1.0690 0.3719 -0.44
H 1.9540 2.5331 -1.9294 0.38
H -0.6077 0.8154 1.6718 0.38
H 0.4229 2.6180 -1.1149 0.38
H -2.8429 -1.6655 0.4505 0.37
H 2.1285 0.2494 -1.2710 0.19
H -0.7866 -2.7463 0.4397 0.19
C 1.4067 0.9103 -0.8229 -0.08
N -2.0102 -1.1380 0.6309 -0.89
H 0.2166 2.1338 1.0747 0.38
H -1.0023 -1.7294 -1.0983 0.17
N 1.3614 2.2656 -1.1635 -0.85
C 0.5957 0.3872 0.1105 0.08
```

Computed properties:
- Molar mass: 101.15 g mol⁻¹
- HOMO level: -7.23 eV
- ΔE to the lowest compared entry with this formula, charge and spin: 143.5 kJ/mol
- Gap between HOMO and LUMO: 8.312 eV
- Structure (SMILES): N/C=C(\N)CCN


This record from OMol25 describes a molecular structure, C4H11N3 at a distorted geometry. The level of theory is ωB97M-V/def2-TZVPD.

XYZ file:
```
18
Properties=species:S:1:pos:R:3:nbo_charge:R:1
H 1.7759 -1.6511 -0.7092 0.34
N 1.0889 -0.8996 -0.7832 -0.84
H -1.4436 -2.6283 0.8666 0.38
H -1.4081 1.9945 0.7711 0.33
C -1.2399 -1.6415 -0.8822 -0.11
H 0.1950 2.9460 -0.5611 0.21
C 0.1829 1.0123 0.4085 0.35
H 1.1781 1.6759 -1.3438 0.26
N -0.9744 1.0839 0.9325 -0.69
H 1.9588 -0.0488 0.9308 0.20
H 0.0357 -1.6565 -1.0976 0.31
H 1.7495 2.4411 0.1335 0.23
C 0.8546 2.0946 -0.3898 -0.70
N -1.6968 -1.8053 0.3393 -0.71
H -1.5764 -0.6928 -1.3083 0.16
H 0.4546 -0.9048 1.2865 0.17
H -2.0975 -1.0374 0.8768 0.41
C 0.9626 -0.2820 0.5295 -0.30
```

Computed properties:
- Molar mass: 101.15 g mol⁻¹
- HOMO level: -7.77 eV
- ΔE to the lowest compared entry with this formula, charge and spin: 418.1 kJ/mol
- Gap between HOMO and LUMO: 8.744 eV


This record from OMol25 describes 2 unconnected molecules or ions with the total composition C4H11N3O at a distorted geometry. The level of theory is ωB97M-V/def2-TZVPD.

XYZ file:
```
19
Properties=species:S:1:pos:R:3:nbo_charge:R:1
O 4.5434 0.5323 -0.3728 -0.53
H 1.5506 1.4875 -0.3279 0.23
H -2.2438 0.1508 1.8776 0.33
C 1.3616 -0.5187 0.5191 -0.60
N -2.5648 -1.4019 -0.0210 -0.84
H 3.5016 1.2085 1.2687 0.10
C 2.1090 0.5312 -0.3285 -0.51
H -2.7100 0.1555 -2.0243 0.37
H -3.0348 -1.7646 0.7860 0.39
C -2.3012 -0.0253 -0.0123 0.57
H -2.1741 1.5699 -1.2431 0.40
N -2.1405 0.7288 1.0232 -0.76
N -2.1256 0.5285 -1.2869 -0.83
H -3.0090 -1.8123 -0.8825 0.38
H 1.2950 -0.2118 1.5935 0.21
H 2.1925 0.1977 -1.4008 0.22
C 3.4894 0.7735 0.2220 0.44
H 0.3553 -0.6782 0.1114 0.23
H 1.9055 -1.4515 0.4985 0.21
```

Computed properties:
- Molar mass: 117.15 g mol⁻¹
- HOMO level: -9.36 eV
- ΔE to the lowest compared entry with this formula, charge and spin: 119.4 kJ/mol
- Gap between HOMO and LUMO: 9.910 eV
- Structure (SMILES): N=C(N)N.CCC=O


This record from OMol25 describes C4H11N3O in the gas phase at a distorted geometry. The level of theory is ωB97M-V/def2-TZVPD.

XYZ file:
```
19
Properties=species:S:1:pos:R:3:nbo_charge:R:1
C 0.1040 0.0314 0.7615 0.75
C 1.3112 -1.5475 -1.6297 -0.43
N 0.0890 -1.6691 -0.8564 -0.46
H 0.5965 2.0458 2.5393 0.18
O -0.7262 1.2975 1.1326 -0.60
H 1.5099 -0.9924 1.6893 0.39
N 1.2423 -0.1240 1.2447 -0.83
H 0.6392 2.8543 0.9676 0.17
C -0.0230 2.3729 1.6958 -0.25
H -0.7483 3.0892 2.0895 0.18
H 2.1941 -1.2081 -1.0749 0.19
H 1.1320 -0.8733 -2.4669 0.20
H -1.8727 0.6694 -1.5603 0.21
H -2.2891 -1.0049 -1.2054 0.22
N -0.4788 -0.2593 -0.3946 -0.28
H -2.6183 0.2122 -0.0676 0.23
H 0.2467 -2.2642 -0.0415 0.35
C -1.8596 -0.0971 -0.7869 -0.42
H 1.5511 -2.5327 -2.0359 0.21
```

Computed properties:
- Molar mass: 117.15 g mol⁻¹
- HOMO level: -9.15 eV
- ΔE to the lowest compared entry with this formula, charge and spin: 435.7 kJ/mol
- Gap between HOMO and LUMO: 9.986 eV
- Structure (SMILES): [H]/N=C(/OC)N(C)NC


This record from OMol25 describes a molecular structure, C4H11N3O at a distorted geometry. The level of theory is ωB97M-V/def2-TZVPD.

XYZ file:
```
19
Properties=species:S:1:pos:R:3:nbo_charge:R:1
O -1.0746 1.2500 0.4545 -0.63
H 0.8759 -1.2804 -1.8728 0.22
C 0.2038 -1.9073 -0.8332 -0.59
H -1.6210 1.5930 -0.2963 0.50
H -2.5044 -0.7693 -1.6142 0.20
H -0.7411 -1.0031 0.8893 0.19
N 2.0739 0.9022 -0.6194 -0.66
H -2.2382 0.4374 0.2017 0.29
H -3.4551 -1.4426 -0.2031 0.24
H -0.3210 -2.8196 -0.9995 0.23
H 0.5467 1.1081 2.0484 0.39
C -0.7634 -1.0191 -0.2039 -0.17
C -2.2591 -0.7970 -0.4775 -0.73
N 1.2982 0.5958 1.6979 -0.81
H 1.6655 0.8098 -1.5073 0.37
H 1.0672 -2.1243 0.1882 0.22
C 1.2446 0.6138 0.2830 0.57
N -0.1317 0.3246 -0.3497 -0.20
H 2.0842 1.3905 1.8175 0.39
```

Computed properties:
- Molar mass: 117.15 g mol⁻¹
- HOMO level: -9.46 eV
- ΔE to the lowest compared entry with this formula, charge and spin: 899.9 kJ/mol
- Gap between HOMO and LUMO: 10.121 eV